No. 1
Molecular formula: C3H15O5
Method: DFT, the ωB97M-V functional and the def2-TZVPD basis

Each line ends with the Mulliken charge.
Positions of all 23 atoms, in Å:
C -0.765 -0.473 -1.993  -0.648
O -0.017 0.522 -1.668  -0.644
C -1.142 -1.635 -0.904  -0.281
C 0.311 -2.176 -0.603  -0.986
H -0.154 -1.154 -2.744  0.228
H -1.585 -0.006 -2.643  0.252
H -1.991 -2.206 -1.169  0.411
H -1.564 -1.300 0.044  0.205
H 0.440 -3.310 -0.199  0.271
H 0.766 -1.562 0.195  0.174
H 0.845 -2.420 -1.560  0.347
H -1.317 1.077 0.369  0.227
H -0.061 0.745 -0.481  0.421
O -0.441 1.132 0.789  -0.996
H -0.442 0.728 2.189  0.482
H 0.771 0.128 2.890  0.242
O -0.059 0.386 3.108  -0.744
H 0.027 2.628 2.148  0.383
H -0.204 2.401 3.653  0.307
O 0.262 2.964 3.100  -0.666
H 1.768 0.426 -1.659  0.435
H 2.064 1.966 -1.164  0.303
O 2.488 1.140 -1.699  -0.726

Computed properties:
Charge: -1
Energy relative to the best compared isomer or geometry (same formula, charge and spin): 72.37 kcal/mol
Lowest unoccupied orbital energy: 0.137 Eh


No. 2
Molecular formula: C3H15O6
Method: DFT, the ωB97M-V functional and the def2-TZVPD basis

Each line ends with the Mulliken charge.
Positions of all 24 atoms, in Å:
C -0.730 -0.085 -1.696  -0.632
C -1.870 0.760 -2.139  -0.243
O -1.614 1.687 -3.179  -0.583
C 0.233 0.380 -0.564  -0.539
O 0.646 -0.562 0.324  -0.731
H -0.077 -0.477 -2.434  0.394
H -1.101 -0.958 -1.119  0.153
H -2.784 0.206 -2.458  0.267
H -2.257 1.396 -1.310  0.243
H -0.847 2.244 -3.242  0.291
H 1.167 0.745 -1.089  0.265
H -0.309 1.225 -0.053  0.247
H -1.425 1.495 2.313  0.267
H -0.671 0.576 1.432  0.380
O -1.241 0.544 2.229  -0.675
H 1.505 -1.281 2.293  0.274
H -0.033 -1.582 2.288  0.326
O 0.837 -1.935 2.501  -0.647
H 2.390 0.904 2.753  0.328
H 1.710 0.808 1.446  0.380
O 2.298 1.422 1.936  -0.717
H 1.501 -1.808 -0.388  0.368
H 1.110 -2.878 0.503  0.340
O 1.563 -2.826 -0.348  -0.754

Computed properties:
Charge: -1
Energy relative to the best compared isomer or geometry (same formula, charge and spin): 30.33 kcal/mol
Lowest unoccupied orbital energy: 0.123 Eh


No. 3
Molecular formula: C3H16N2O3
Method: DFT, the ωB97M-V functional and the def2-TZVPD basis

Each line ends with the Mulliken charge.
Positions of all 24 atoms, in Å:
C -1.041 -0.923 -1.670  -1.359
C -1.284 0.081 -0.584  0.355
N -1.404 -0.530 0.726  -0.011
C -1.580 0.354 1.869  -0.869
N 1.093 0.330 1.378  -0.434
H -0.165 -1.542 -1.528  0.302
H -0.999 -0.325 -2.596  0.339
H -1.867 -1.625 -1.880  0.372
H -0.466 0.821 -0.578  0.005
H -2.239 0.564 -0.848  0.373
H -0.498 -1.087 0.901  0.346
H -2.662 0.477 2.058  0.343
H -1.226 1.383 1.795  0.263
H -1.183 -0.191 2.720  0.384
H 1.245 1.198 0.818  0.242
H 1.648 3.033 -0.268  0.210
H 1.937 1.108 -1.491  0.358
O 0.935 2.381 -0.331  -0.843
H 1.450 -0.381 -1.203  0.317
H 1.246 0.383 2.374  0.255
O 1.760 0.232 -1.867  -0.663
H 1.343 -0.589 0.996  0.335
H 0.522 -2.936 0.817  0.155
O 0.779 -2.074 0.429  -0.775

Computed properties:
Charge: 0
Energy relative to the best compared isomer or geometry (same formula, charge and spin): 204.06 kcal/mol
Lowest unoccupied orbital energy: -0.182 Eh


No. 4
Molecular formula: C3H16N2O3
Method: DFT, the ωB97M-V functional and the def2-TZVPD basis

Each line ends with the Mulliken charge.
Positions of all 24 atoms, in Å:
C -2.399 1.160 0.665  -1.104
C -0.953 1.422 1.144  -0.546
N 0.028 0.639 0.391  -0.208
C 1.076 0.045 1.196  -0.477
N 0.529 -0.926 2.166  -0.574
H -2.421 0.986 -0.416  0.236
H -2.962 2.068 0.871  0.392
H -2.835 0.282 1.133  0.265
H -0.788 2.483 0.992  0.338
H -0.899 1.116 2.190  0.424
H 0.398 1.073 -0.445  0.174
H 1.584 0.783 1.826  0.318
H 1.810 -0.462 0.571  0.362
H -0.427 -1.209 1.998  0.223
H 1.127 -1.737 2.204  0.229
O 2.210 0.968 -2.265  -0.673
H 3.146 0.900 -2.506  0.297
H 1.852 0.065 -2.092  0.381
O 1.538 -1.619 -1.770  -0.711
H 1.676 -2.072 -2.604  0.280
H 0.579 -1.506 -1.639  0.417
O -1.105 -1.823 -1.141  -0.718
H -0.881 -0.943 -0.771  0.350
H -1.883 -1.696 -1.700  0.324

Computed properties:
Charge: 0
Energy relative to the best compared isomer or geometry (same formula, charge and spin): 13.99 kcal/mol
Lowest unoccupied orbital energy: 0.024 Eh
SMILES: CCNCN.O.O.O


No. 5
Molecular formula: C3H16N2O3
Method: DFT, the ωB97M-V functional and the def2-TZVPD basis

Each line ends with the Mulliken charge.
Positions of all 24 atoms, in Å:
C 0.403 -1.157 -0.243  -0.769
N -0.434 0.011 0.138  -0.413
C -1.924 -0.214 0.042  -0.497
C -2.461 1.109 -0.622  -0.639
N -3.889 1.309 -0.320  -0.537
H 0.490 -1.779 0.657  0.288
H -0.033 -1.797 -1.019  0.267
H 1.361 -0.825 -0.625  0.273
H -0.282 0.085 1.136  0.219
H -2.298 -0.478 1.029  0.412
H -2.077 -1.018 -0.681  0.268
H -2.401 0.998 -1.707  0.297
H -1.750 1.862 -0.293  0.350
H -4.467 0.677 -0.868  0.270
H -4.089 0.912 0.595  0.235
O 7.295 -1.024 0.148  -0.593
H 6.637 -1.616 -0.224  0.297
H 7.198 -0.184 -0.273  0.307
O -5.448 4.419 -0.793  -0.690
H -4.949 3.593 -0.767  0.357
H -5.311 4.819 0.079  0.309
O 6.410 -3.282 1.858  -0.627
H 6.324 -3.764 1.027  0.312
H 5.695 -2.655 1.725  0.303

Computed properties:
Charge: 0
Energy relative to the best compared isomer or geometry (same formula, charge and spin): 41.70 kcal/mol
Lowest unoccupied orbital energy: 0.009 Eh
SMILES: CNCCN.O.O.O


No. 6
Molecular formula: C3H16NO6S2
Method: DFT, the ωB97M-V functional and the def2-TZVPD basis

Each line ends with the Mulliken charge.
Positions of all 28 atoms, in Å:
N -0.107 0.852 0.646  0.056
C 0.482 0.894 -0.705  -0.005
C -0.381 1.841 -1.585  0.359
O 0.407 2.407 -2.493  -0.434
O -1.547 2.028 -1.412  -0.545
C 0.547 -0.404 -1.475  -0.796
S 1.530 -1.571 -0.430  -0.041
S 0.310 -3.009 0.445  -0.180
H 0.482 1.434 1.272  0.450
H -0.104 -0.106 0.992  0.152
H -1.079 1.151 0.605  0.354
H 1.423 1.423 -0.657  0.310
H -0.056 3.041 -3.061  0.385
H -0.416 -0.877 -1.670  0.334
H 1.153 -0.331 -2.355  0.441
H -0.223 -3.517 -0.669  0.159
H -0.054 3.327 2.013  0.308
H 1.404 3.801 1.849  0.296
O 0.729 3.230 1.454  -0.637
H -2.749 0.294 2.574  0.270
H -2.092 -1.177 2.442  0.289
O -2.006 -0.235 2.280  -0.568
H -2.977 -1.951 -1.101  0.272
H -2.912 -0.490 -1.590  0.287
O -2.443 -1.145 -1.059  -0.539
H 0.846 -0.208 3.923  0.289
H 2.110 -0.691 3.227  0.295
O 1.269 -0.247 3.053  -0.561

Computed properties:
Charge: +1
Energy relative to the best compared isomer or geometry (same formula, charge and spin): 20.97 kcal/mol
Lowest unoccupied orbital energy: -0.099 Eh


No. 7
Molecular formula: C3H16O4S
Method: DFT, the ωB97M-V functional and the def2-TZVPD basis

Each line ends with the Mulliken charge.
Positions of all 24 atoms, in Å:
C -0.123 -3.278 0.532  -1.246
C 0.088 -1.769 0.430  -0.065
S 1.780 -1.397 -0.171  -0.142
C 2.279 -0.170 1.052  -0.832
H -1.073 -3.525 1.003  0.362
H -0.173 -3.730 -0.460  0.310
H 0.705 -3.736 1.077  0.338
H -0.608 -1.342 -0.285  0.215
H -0.008 -1.323 1.412  0.259
H 2.255 -0.550 2.077  0.342
H 1.691 0.748 0.978  0.178
H 3.319 0.087 0.830  0.324
O -1.038 3.199 -0.959  -0.595
H -0.857 2.659 -1.738  0.273
H -1.755 3.796 -1.190  0.291
O 0.822 1.264 -2.142  -0.609
H 1.282 0.456 -2.415  0.317
H 1.126 1.388 -1.236  0.307
O -1.538 2.144 2.101  -0.642
H -1.010 2.230 1.296  0.301
H -1.750 1.206 2.174  0.315
O -2.035 0.210 -1.443  -0.659
H -1.383 0.484 -2.101  0.320
H -1.995 0.950 -0.822  0.338

Computed properties:
Charge: 0
Energy relative to the best compared isomer or geometry (same formula, charge and spin): 16.01 kcal/mol
Lowest unoccupied orbital energy: 0.015 Eh
SMILES: CCSC.O.O.O.O


No. 8
Molecular formula: C3H16O4S
Method: DFT, the ωB97M-V functional and the def2-TZVPD basis

Each line ends with the Löwdin spin population.
Positions of all 24 atoms, in Å:
C -0.967 0.668 2.417  0.000
C -0.233 -0.099 1.302  0.002
C -0.467 -1.598 1.345  0.115
S 0.087 -2.471 -0.053  0.739
H -2.022 0.600 2.271  0.000
H -0.744 0.300 3.423  0.000
H -0.654 1.728 2.369  0.000
H 0.868 0.079 1.328  0.001
H -0.595 0.278 0.365  0.000
H -0.001 -2.106 2.219  0.036
H -1.570 -1.798 1.435  0.035
H 0.723 -1.489 -0.728  0.026
H -2.094 -1.141 -2.897  0.000
H -1.634 -1.392 -1.493  0.015
O -1.948 -0.677 -2.059  0.026
H 3.030 -0.446 -1.171  0.000
H 1.807 0.130 -1.956  0.000
O 2.138 -0.099 -1.033  0.003
H 1.059 2.992 0.502  0.000
H 1.760 1.845 -0.142  0.000
O 1.107 2.530 -0.347  0.000
H -0.277 0.027 -2.424  0.000
H 0.336 1.370 -1.958  0.000
O 0.290 0.768 -2.715  0.000

Computed properties:
Charge: +1
Energy relative to the best compared isomer or geometry (same formula, charge and spin): 0.00 kcal/mol
Lowest unoccupied orbital energy (spin up / spin down): -0.123 / -0.329 Eh
<S²>: 0.75
Multiplicity: 2


No. 9
Molecular formula: C3H17AsF6O5
Method: DFT, the ωB97M-V functional and the def2-TZVPD basis

Each line ends with the Löwdin spin population.
Positions of all 32 atoms, in Å:
O -0.195 0.866 0.197  0.053
H 0.601 0.910 0.731  0.008
H -0.260 -0.005 -0.203  0.008
H -0.086 1.473 -0.539  0.023
As -2.000 0.031 3.597  0.007
F -2.564 -0.833 2.161  0.003
F -3.572 -0.163 4.495  0.001
F -1.348 0.879 4.976  0.002
F -0.464 0.443 2.638  0.014
F -2.745 1.605 3.056  0.005
F -1.315 -1.469 4.249  0.002
O -1.477 3.747 0.308  0.053
H -2.251 3.577 0.845  0.004
H -1.638 4.606 -0.081  0.010
O 0.309 1.907 -2.088  0.298
H 0.820 2.648 -2.415  0.116
H -0.450 1.863 -2.670  0.100
O 2.064 1.152 1.240  0.067
H 2.223 0.900 2.149  0.009
H 2.923 1.098 0.822  0.025
C 0.515 -2.682 -3.065  0.026
C 0.805 -2.295 -1.580  0.011
C 2.066 -1.400 -1.312  0.052
O -0.287 -1.584 -1.071  0.034
H 1.344 -3.200 -3.547  0.002
H 0.440 -1.821 -3.728  0.019
H -0.312 -3.344 -3.321  0.002
H 0.751 -3.195 -0.968  0.001
H 1.874 -0.339 -1.472  0.027
H 2.928 -1.823 -1.830  0.006
H 2.438 -1.569 -0.302  0.008
H -1.137 -1.981 -1.273  0.005

Computed properties:
Charge: -1
Energy relative to the best compared isomer or geometry (same formula, charge and spin): 12.82 kcal/mol
Lowest unoccupied orbital energy (spin up / spin down): 0.099 / 0.096 Eh
<S²>: 0.75
Multiplicity: 2